1.
113
Properties=species:S:1:pos:R:3:lowdin_charge:R:1 method="wB97M-V/def2-TZVPD" charge=-1 gap_ev=7.69
H 6.85521 -0.95532 0.98340 0.11
H 6.53364 -3.12501 0.57950 0.12
C 1.37752 2.55023 0.44967 -0.12
H -3.29596 -3.87028 4.74749 0.11
O -1.74723 3.07455 0.99569 -0.07
H -4.69437 -3.26063 -0.14166 0.11
C 0.99180 -1.99351 -1.01620 -0.22
H 2.91497 -5.08710 0.22513 0.07
C -2.39191 -1.78458 -2.16635 0.01
C 3.86269 -0.34665 -0.66677 -0.12
F -2.72340 -1.64421 2.68795 0.12
C -6.00721 -1.56165 -6.63395 -0.24
H 0.86963 8.55884 -1.85829 0.07
O 1.98469 5.64889 -0.93311 0.12
O -2.43768 -5.25828 6.04697 0.00
H 3.95438 -6.40235 0.83823 0.08
C 3.55329 -5.41678 1.03694 0.02
C 5.22642 -0.02915 -0.02546 -0.19
O 3.06713 -0.78262 2.20954 -0.24
C 3.54241 9.12573 -2.94255 -0.07
N 1.21303 -2.88995 0.18076 0.16
H 2.18363 3.26224 0.30164 0.09
O -6.10402 -2.63354 -5.69524 0.00
H 5.39176 -1.06230 1.89583 0.09
F -0.53332 -0.00700 -3.00132 0.07
B 0.71517 -0.36370 -0.88457 -0.68
C -5.09043 -0.45997 -6.14208 -0.06
P 2.62333 0.62242 2.16316 0.53
C 1.11926 7.84948 -1.07279 0.02
C -3.36837 -5.26973 7.01127 -0.54
H 3.14749 9.49309 -1.99522 0.07
H 3.16736 7.60494 -4.40561 0.12
C 0.22368 -2.86899 1.14637 -0.56
H -0.79595 1.36809 1.76438 0.09
H 1.64365 8.36953 -0.27238 0.10
H 5.96780 0.12909 -0.80588 0.10
H -6.99928 -1.19090 -6.89891 0.11
C 5.64056 -2.55747 0.34455 -0.15
C -3.90833 -2.59261 -0.45123 -0.01
F -1.08063 1.32864 -1.35064 0.08
P 3.57437 2.19185 -1.60570 0.51
H 3.53698 9.94788 -3.65911 0.08
F -4.42431 -0.42959 2.16253 0.14
C -3.41613 -2.63275 -1.75688 -0.05
H -1.80981 -4.62786 4.23403 0.13
C 1.97021 6.68793 -1.53161 -0.50
H -4.10381 -0.86364 -5.91674 0.09
O -7.07598 -3.62087 -3.98843 0.10
H 2.91852 -5.50031 1.91728 0.09
H 0.75459 2.59968 -0.44146 0.13
H -5.17633 -4.32163 7.58277 0.09
O 2.44093 2.91000 -2.43870 -0.09
C -2.31308 -4.19060 5.09388 -0.22
C 1.92152 1.12409 0.54973 -0.36
H 0.37657 4.12579 1.44228 0.11
C -7.68575 -1.35508 -4.29258 0.01
H -0.50089 -3.39841 5.93832 0.08
H -1.09704 2.67397 2.89130 0.12
H 4.04230 -0.59187 -1.70767 0.12
C 0.56158 3.07073 1.64150 -0.16
C -0.79897 2.45003 1.86184 -0.26
C -1.83238 -0.87387 -1.27050 -0.10
C -1.48598 -3.04400 5.63397 -0.06
F 0.39625 -2.01256 2.15250 0.11
O 0.90728 0.15954 0.46065 0.02
O 5.60408 -4.75936 2.00944 0.10
C -3.35773 -1.67309 0.43234 -0.12
H -1.94968 -2.58843 6.51047 0.07
O -3.50359 -6.25638 7.68506 0.09
O 3.80332 1.62051 2.52733 -0.09
H -5.46631 0.00111 -5.22902 0.07
H -3.70927 -3.46940 8.09258 0.09
C -0.69364 0.03816 -1.63527 -0.34
C 2.73469 7.95798 -3.47119 -0.24
H -1.36303 -2.27623 4.87086 0.07
O 1.10829 -2.50841 -2.08264 0.14
O 2.78441 6.83459 -2.59350 0.01
C 4.65749 -4.45205 1.33913 -0.54
O 4.59120 1.64893 -2.71849 -0.11
H 2.13715 -2.74670 0.58425 0.10
H -7.83949 -0.67396 -5.12632 0.07
H -5.59073 -2.01176 -7.53368 0.12
H 4.52104 1.10720 2.91602 0.09
H -1.90444 -0.10863 0.72019 0.12
O 4.46382 -3.22066 0.83573 -0.02
H 5.46117 1.85573 -2.35516 0.08
H -2.58962 3.12888 1.44766 0.07
C 5.78149 -1.13719 0.88964 -0.17
H 5.56113 -2.51057 -0.74103 0.13
H 3.41671 -1.22632 -0.22124 0.09
O 4.31036 3.12323 -0.72205 -0.28
H -3.86165 -3.35189 -2.42748 0.10
H 4.57333 8.81885 -2.76751 0.08
C -4.17766 -4.01874 7.27743 0.01
H 0.18702 7.44868 -0.68280 0.09
F -4.59442 -2.60662 2.20946 0.12
H 1.15879 3.05670 2.54720 0.10
O 1.83530 0.27101 -1.64142 0.03
C -3.79822 -1.57603 1.86486 -0.57
O 1.49533 0.83890 3.27418 -0.10
H -4.28168 -3.36216 6.41755 0.07
C -2.33379 -0.81744 0.02674 0.06
H -1.98721 -1.82994 -3.16384 0.12
H -4.98661 0.31615 -6.90104 0.08
H -7.12402 -0.84531 -3.51110 0.10
O -0.72611 -3.56300 1.15334 0.16
C -6.95729 -2.63102 -4.65460 -0.53
C 2.78200 0.77339 -0.74054 -0.37
H 1.00278 0.00452 3.28313 0.08
H 2.33661 3.82658 -2.14703 0.06
H -8.66580 -1.62512 -3.90743 0.09
H 5.18033 0.89283 0.54672 0.09
H 1.70103 8.23259 -3.68845 0.11

=====

2.
98
Properties=species:S:1:pos:R:3:lowdin_charge:R:1 method="wB97M-V/def2-TZVPD" charge=+2 gap_ev="5.70 / 5.70" relative_energy_kj_mol=0.0 spin_multiplicity=2
H -3.81676 -2.62963 -5.70925 0.11
C 1.59242 -2.27490 -0.67157 -0.54
H -3.98481 1.68485 -2.68464 0.08
H 1.27287 2.86254 2.32020 0.06
N 1.22606 -1.11936 -0.11998 0.01
H 3.41725 1.97038 0.36143 0.05
H 1.19452 4.81616 -0.10173 0.09
H 1.35610 2.38975 4.02241 0.09
H -2.33171 2.84255 4.69790 0.10
C 4.24563 0.26429 1.40876 -0.54
S -1.65810 -2.79258 1.33406 0.70
H 4.99732 2.26351 1.09770 0.10
H 1.95183 5.43441 -2.87925 0.10
C -3.95450 -1.76475 -5.05650 -0.09
H -3.35578 -0.95026 -5.46102 0.09
C -1.34440 3.58207 2.20846 -0.03
C 3.61262 0.60035 2.76163 -0.03
H -6.09649 -3.25847 -3.86029 0.11
C -4.46680 -2.51929 -2.69175 -0.72
C 1.06056 4.82892 -2.72004 -0.05
H -4.11605 2.64409 -1.22245 0.10
C -0.66758 2.72483 3.28526 -0.54
H -3.57928 3.41279 -2.72120 0.10
H 2.34905 2.73181 -3.66362 0.09
H -1.60111 -2.91933 4.33410 0.09
H 4.80769 -2.20395 0.25680 0.12
H -2.34905 -1.65034 5.31667 0.09
C -1.06485 3.02982 -2.02593 0.10
H 0.33119 5.46083 -2.21534 0.09
H 5.58134 -1.27293 2.21019 0.09
H 0.67376 4.55544 -3.70192 0.09
H 1.88990 3.22906 0.21031 0.04
H -0.95737 3.34051 1.21951 0.06
H -0.76232 2.52554 5.45974 0.09
C -1.26405 3.05806 4.65192 -0.05
C 4.38959 1.53382 0.56380 -0.03
H -6.50054 -2.93820 -2.16689 0.08
H -2.42499 3.43401 2.20674 0.09
C 0.25805 2.66062 -1.70070 -0.17
H 0.99736 4.06025 3.59136 0.10
H 4.37951 -4.25896 -0.88956 0.10
H -1.25554 3.99366 -2.47269 0.13
C 0.83499 3.02249 3.30395 -0.03
H 2.87392 4.49555 -0.53224 0.10
C -2.22509 -2.02617 4.30436 -0.04
C -1.39974 0.30355 3.82609 0.10
H 3.49762 3.41912 -2.51738 0.09
H 2.73493 1.86392 -2.17562 0.06
N -0.48600 0.66106 -0.94216 -0.01
H 3.21262 -4.06008 -2.20493 0.10
H -0.93380 -6.61897 1.12054 0.06
C 3.33799 -4.05022 -1.12142 -0.04
C 2.92688 -2.73597 -0.55264 -0.23
H -0.81178 -5.95957 -2.56482 0.04
S -2.92566 -0.29026 -0.86375 0.74
S -1.87641 -2.08373 -3.31864 0.76
H 4.16670 1.40901 3.23602 0.10
H 6.22977 0.35735 2.21505 0.10
C -1.75970 0.93756 -1.21758 -0.54
H 4.87625 1.32187 -0.38946 0.10
H -0.12874 -5.03866 1.03458 0.00
C -0.86734 1.25801 2.93143 -0.17
S -3.97964 -3.04830 -1.17693 0.70
H -1.14979 4.63505 2.40733 0.10
H 2.57918 0.91384 2.63853 0.05
C 1.87691 4.05963 -0.49089 -0.03
Tc -1.69032 -2.30206 -1.01189 0.33
C -1.29214 -1.28003 2.07701 -0.55
C 1.43965 3.59959 -1.89104 -0.53
N 2.06456 -0.32050 0.54350 0.20
H 2.71964 -4.85280 -0.71810 0.08
N 0.52286 1.48514 -1.16506 0.20
C 2.57315 2.85106 -2.60346 -0.03
H -3.19993 -2.32960 3.91829 0.10
C -2.11105 2.17831 -1.78820 -0.22
C 5.62962 -0.34541 1.63900 -0.05
N -0.72765 -0.34072 1.32040 -0.02
C -3.52502 2.50247 -2.12865 -0.03
H -2.58581 -5.87749 -2.70451 0.04
H -1.13750 4.12220 4.84329 0.10
C -5.92256 -2.58689 -3.01747 -0.09
B -0.28592 -0.68360 -0.16040 -0.63
C -1.62194 -0.98621 3.42369 -0.22
C -1.75593 -6.16225 -2.06183 -0.34
H -6.28977 -1.59943 -3.30332 0.10
C -3.52795 -2.09942 -3.66255 -0.70
C 3.32154 -0.68537 0.66082 -0.17
H -1.65979 0.59787 4.83201 0.13
C -0.54602 -5.85499 0.45178 -0.37
H 0.22379 -6.27551 -0.18965 0.05
N -0.51579 0.90960 1.71417 0.20
C 3.77890 -1.90981 0.11958 0.10
S 0.42124 -3.17949 -1.53624 0.69
H 6.16156 -0.52993 0.70585 0.09
H -5.00189 -1.48384 -5.09975 0.08
H -1.83343 -7.21985 -1.82223 0.06
S -1.89874 -5.20714 -0.54609 0.67
H 3.63601 -0.26187 3.42904 0.10

=====

Largest force on an atom in eV Å⁻¹, matching the order above: 1.54 2.57